# 1
The following is a quantum chemistry calculation of a cluster of 2 separate species, C4H7ClN2 in total in a non-equilibrium geometry, from OMol25.

Structure (XYZ):
```
14
Properties=species:S:1:pos:R:3
C -3.292 1.633 1.041
N -4.243 2.184 1.309
C 1.018 0.632 0.817
N 0.523 -0.339 -0.155
C 1.353 -0.721 -1.294
C -0.736 -0.900 0.029
Cl -1.402 -2.047 -1.079
H 2.017 0.982 0.563
H 0.348 1.489 0.850
H 1.051 0.174 1.805
H 2.308 -0.197 -1.276
H 1.544 -1.793 -1.267
H 0.839 -0.478 -2.222
H -1.326 -0.619 0.879
```

Electronic energy: -19759.705 eV
Energy relative to the best compared isomer or geometry (same formula, charge and spin): 485.16 kJ/mol
HOMO level: -7.6 eV
Gap between HOMO and LUMO: 5.330 eV
Maximum force: 5.0 eV/A

From a Löwdin analysis of the wavefunction, the atomic charges in e read: -0.550, -0.241, -0.012, -0.191, -0.046, -0.372, 0.761, 0.096, 0.103, 0.107, 0.098, 0.095, 0.099, 0.052

# 2
The following is a quantum chemistry calculation of the molecule C4H7ClOS in a non-equilibrium geometry, from OMol25.

Structure (XYZ):
```
14
Properties=species:S:1:pos:R:3
C 0.493 1.457 -0.716
C -1.349 0.321 0.726
C 0.917 -0.792 0.644
C -0.142 0.031 -0.087
O 1.674 1.526 -0.761
S -0.717 -1.004 -1.514
Cl 0.799 -1.914 -2.475
H -0.321 2.294 -1.020
H -1.165 1.059 1.470
H -1.768 -0.497 1.197
H -2.165 0.645 0.069
H 0.881 -1.877 0.597
H 1.911 -0.775 0.220
H 0.952 -0.475 1.649
```

Electronic energy: -29665.358 eV
Structure (SMILES): CC(C)(C=O)SCl
Energy relative to the best compared isomer or geometry (same formula, charge and spin): 115.84 kJ/mol
HOMO level: -8.9 eV
Gap between HOMO and LUMO: 9.153 eV
Maximum force: 3.0 eV/A

From a Löwdin analysis of the wavefunction, the atomic charges in e read: -0.222, -0.135, -0.132, -0.777, 0.059, 0.467, 0.132, 0.163, 0.090, 0.062, 0.084, 0.072, 0.068, 0.070

# 3
The following is a quantum chemistry calculation of a structure of composition C4H7ClS in a non-equilibrium geometry, from OMol25.

Structure (XYZ):
```
13
Properties=species:S:1:pos:R:3
C 2.371 -0.174 -0.260
C 0.844 -0.264 0.249
C 0.433 0.520 1.423
C 0.028 1.167 0.085
H 2.147 0.283 -1.556
H 3.046 -1.230 -0.165
H 2.652 0.858 0.082
H 1.244 1.024 2.088
H -0.550 0.346 1.954
H 0.797 1.866 -0.201
H -2.294 1.849 0.385
S -1.593 1.023 -0.609
Cl -0.213 -1.697 -0.107
```

Electronic energy: -27615.622 eV
Energy relative to the best compared isomer or geometry (same formula, charge and spin): 297.92 kJ/mol
HOMO level: -9.2 eV
Gap between HOMO and LUMO: 9.870 eV
Maximum force: 4.4 eV/A

From a Löwdin analysis of the wavefunction, the atomic charges in e read: -0.091, -0.837, -0.225, -0.678, 0.168, 0.133, 0.045, 0.139, 0.111, 0.070, -0.063, 0.675, 0.553

# 4
The following is a quantum chemistry calculation of a cluster of 2 separate species, C4H7ClS in total in a non-equilibrium geometry, from OMol25.

Structure (XYZ):
```
13
Properties=species:S:1:pos:R:3
C 2.973 -0.992 -1.435
C 2.399 -0.116 -0.842
C 1.632 0.914 -0.245
C -2.222 -0.216 1.349
S -2.529 -0.164 -0.527
Cl 3.832 -2.029 -2.359
H -3.864 -0.009 -0.524
H 2.240 1.541 0.403
H 0.943 0.495 0.426
H 0.879 1.361 -1.009
H -1.573 0.706 1.644
H -1.496 -1.062 1.342
H -3.214 -0.429 1.778
```

Electronic energy: -27616.129 eV
Structure (SMILES): CC#CCl.CS
Energy relative to the best compared isomer or geometry (same formula, charge and spin): 248.99 kJ/mol
HOMO level: -9.1 eV
Gap between HOMO and LUMO: 9.838 eV
Maximum force: 2.5 eV/A

From a Löwdin analysis of the wavefunction, the atomic charges in e read: -0.636, -0.182, -0.116, -0.439, 0.549, 0.688, -0.186, 0.085, 0.033, 0.127, 0.049, 0.007, 0.022

# 5
The following is a quantum chemistry calculation of a cluster of 2 separate species, C4H7ClS in total in a non-equilibrium geometry, from OMol25.

Structure (XYZ):
```
13
Properties=species:S:1:pos:R:3
C 0.983 -0.548 -0.729
C 0.749 -1.217 0.541
C 0.609 -0.902 1.782
C -1.597 1.243 -0.638
S 1.979 -2.176 -0.278
Cl -0.022 2.189 -1.277
H 0.177 -0.821 -1.485
H 1.434 0.488 -0.703
H 1.086 -1.443 2.634
H -1.200 0.817 0.373
H 0.006 -0.087 2.082
H -1.808 0.487 -1.401
H -2.394 1.970 -0.901
```

Electronic energy: -27615.982 eV
Structure (SMILES): C=C1CS1.CCl
Energy relative to the best compared isomer or geometry (same formula, charge and spin): 263.22 kJ/mol
HOMO level: -8.6 eV
Gap between HOMO and LUMO: 9.181 eV
Maximum force: 3.1 eV/A

From a Löwdin analysis of the wavefunction, the atomic charges in e read: -0.388, -0.763, -0.034, -0.324, 0.797, 0.388, 0.077, 0.026, 0.084, 0.053, 0.037, 0.018, 0.031

# 6
The following is a quantum chemistry calculation of the molecule C4H7ClS in a non-equilibrium geometry, from OMol25.

Structure (XYZ):
```
13
Properties=species:S:1:pos:R:3
C 0.273 0.286 0.266
C -0.779 1.334 -0.154
C -0.101 -1.205 -0.164
C 1.109 -0.557 -0.607
H -0.290 -0.178 2.598
H -1.737 1.315 0.494
H -0.195 2.306 -0.346
H -0.003 -2.104 0.508
H -0.649 -1.333 -1.130
H 2.010 -0.750 -0.122
H 1.002 -0.241 -1.571
S 0.732 0.444 2.057
Cl -1.375 0.682 -1.829
```

Electronic energy: -27616.928 eV
Structure (SMILES): SC1(CCl)CC1
Energy relative to the best compared isomer or geometry (same formula, charge and spin): 171.92 kJ/mol
HOMO level: -9.5 eV
Gap between HOMO and LUMO: 10.218 eV
Maximum force: 4.2 eV/A

From a Löwdin analysis of the wavefunction, the atomic charges in e read: -0.780, -0.437, -0.203, -0.224, -0.158, 0.103, 0.101, 0.120, 0.049, 0.089, 0.057, 0.759, 0.524